[1]
Here is a cluster of 11 separate species, C32H86O31S11 in total in a non-equilibrium geometry from the Open Molecules 2025 dataset. Energies are from ωB97M-V with the def2-TZVPD basis set.

The value obtained for the orbital gap is 9.2 eV. Its total energy is -7983.10399 Eh. For the HOMO energy, the calculation gives -9.05 eV. The value obtained for the maximum force is 4.73 eV/Å. The energy above the lowest of the compared OMol25 structures with the same formula, charge and spin comes out at 1.551 eV.

```
! RIJCOSX wB97M-V def2-TZVPD def2/J DEFGRID3
* xyz 0 1
O 7.65 -0.49 -1.68
S 6.40 0.07 -1.34
O 6.03 0.08 0.01
O 6.42 1.49 -1.87
C 5.77 2.58 -1.03
C 5.92 3.90 -1.76
C 5.13 -0.63 -2.37
H 6.24 2.55 -0.06
H 4.69 2.38 -0.94
H 5.16 4.56 -1.23
H 5.59 3.75 -2.78
H 6.87 4.41 -1.76
H 5.40 -0.36 -3.42
H 4.12 -0.33 -2.21
H 5.35 -1.67 -2.28
O -3.06 0.97 1.76
S -3.97 0.09 2.47
O -4.42 -1.12 1.82
O -3.36 -0.25 3.80
C -2.65 0.73 4.61
C -2.58 0.28 6.04
C -5.40 1.03 2.92
H -3.15 1.68 4.43
H -1.67 0.79 4.11
H -2.17 1.13 6.62
H -1.95 -0.62 6.22
H -3.51 0.03 6.52
H -5.03 1.75 3.64
H -6.15 0.49 3.46
H -5.88 1.61 2.17
O -2.19 4.22 1.41
S -3.61 4.42 1.33
O -4.57 3.85 2.22
O -4.00 5.98 1.29
C -3.14 6.81 0.52
C -3.20 8.10 1.36
C -4.08 3.84 -0.30
H -3.52 6.85 -0.52
H -2.22 6.36 0.51
H -2.63 8.91 0.76
H -2.62 7.89 2.23
H -4.18 8.43 1.52
H -5.17 3.86 -0.57
H -3.67 2.78 -0.17
H -3.53 4.34 -1.04
O -0.12 6.87 -3.24
S -0.13 5.78 -2.32
O -1.34 5.11 -1.95
O 0.83 4.67 -2.93
C 1.02 3.36 -2.32
C 2.27 2.87 -3.01
C 0.55 6.30 -0.84
H 0.21 2.75 -2.65
H 1.07 3.52 -1.28
H 2.36 1.77 -2.99
H 3.19 3.27 -2.60
H 2.05 3.23 -4.03
H 1.52 6.82 -0.94
H 0.76 5.41 -0.25
H -0.19 6.97 -0.40
O 0.24 -0.42 5.09
S 0.43 -1.85 5.17
O 0.32 -2.50 6.41
O -0.69 -2.41 4.16
C -1.20 -3.77 4.36
C -2.70 -3.61 4.31
C 1.95 -2.34 4.35
H -0.91 -4.08 5.36
H -0.73 -4.48 3.69
H -3.06 -3.25 3.35
H -3.03 -2.96 5.08
H -3.27 -4.55 4.37
H 1.91 -3.45 4.33
H 2.79 -2.05 4.97
H 1.97 -1.90 3.36
O -2.64 -7.69 -0.34
S -1.27 -7.33 -0.51
O -0.78 -7.36 -1.89
O -1.06 -5.96 0.13
C -2.15 -5.26 0.83
C -2.08 -3.80 0.48
C -0.23 -8.37 0.60
H -2.04 -5.50 1.85
H -3.11 -5.58 0.48
H -1.93 -3.58 -0.56
H -1.26 -3.37 1.10
H -2.98 -3.40 0.86
H 0.79 -7.98 0.59
H -0.32 -9.40 0.39
H -0.72 -8.16 1.60
O -1.95 -0.42 -3.16
S -3.19 -0.23 -2.47
O -3.82 1.07 -2.52
O -4.24 -1.29 -3.04
C -4.37 -1.31 -4.47
C -5.64 -0.68 -4.87
C -3.28 -0.63 -0.82
H -4.28 -2.35 -4.76
H -3.51 -0.80 -4.84
H -6.45 -1.46 -4.83
H -5.66 -0.27 -5.89
H -5.94 0.08 -4.14
H -4.35 -0.59 -0.44
H -2.86 0.25 -0.37
H -2.68 -1.46 -0.61
O 2.73 -0.91 -4.43
S 1.46 -1.23 -4.89
O 0.49 -1.82 -4.03
O 0.94 0.07 -5.60
C -0.48 0.19 -6.02
C -0.68 1.56 -6.47
C 1.73 -2.39 -6.24
H -1.07 -0.09 -5.13
H -0.69 -0.43 -6.85
H -0.47 2.34 -5.74
H -1.71 1.71 -6.66
H -0.07 1.77 -7.32
H 2.15 -3.26 -5.78
H 2.52 -1.93 -6.86
H 0.82 -2.57 -6.77
O 4.76 4.89 1.94
S 3.43 4.48 1.56
O 2.93 4.52 0.22
O 2.97 3.01 2.18
C 3.96 1.99 2.52
C 3.68 1.55 4.01
C 2.29 5.48 2.53
H 4.90 2.39 2.39
H 3.88 1.07 1.94
H 4.22 0.66 4.28
H 2.60 1.19 4.02
H 3.75 2.36 4.82
H 2.51 5.29 3.61
H 1.30 5.28 2.22
H 2.43 6.50 2.26
O 3.11 -4.69 2.30
S 2.36 -5.83 1.92
O 1.25 -6.23 2.72
O 1.89 -5.69 0.47
C 1.73 -4.37 -0.19
C 1.37 -4.54 -1.57
C 3.38 -7.31 1.62
H 2.67 -3.89 -0.09
H 1.05 -3.73 0.34
H 1.93 -5.27 -2.04
H 1.64 -3.61 -2.12
H 0.33 -4.67 -1.76
H 2.90 -8.18 1.29
H 3.93 -7.47 2.58
H 4.07 -6.98 0.85
C 0.22 0.88 1.01
S 1.43 -0.20 0.30
O 1.49 -1.50 1.14
C 0.66 -0.77 -1.14
H 0.62 1.19 2.01
H -0.70 0.41 1.18
H 0.13 1.71 0.34
H -0.18 -1.44 -0.89
H 1.47 -1.40 -1.59
H 0.46 0.11 -1.77
*
```

---

[2]
Here is a cluster of 11 separate species, C32H86O31S11 in total in a non-equilibrium geometry from the Open Molecules 2025 dataset. Energies are from ωB97M-V with the def2-TZVPD basis set.

The value obtained for the orbital gap is 9.1 eV. Its total energy is -7983.06221 Eh. For the HOMO energy, the calculation gives -9.10 eV. The value obtained for the maximum force is 2.70 eV/Å. The energy above the lowest of the compared OMol25 structures with the same formula, charge and spin comes out at 2.688 eV.

```
! RIJCOSX wB97M-V def2-TZVPD def2/J DEFGRID3
* xyz 0 1
O -2.53 24.90 16.34
S -2.60 25.40 14.99
O -2.73 26.81 14.70
O -1.33 24.78 14.25
C -1.03 25.34 12.96
C -0.20 24.26 12.25
C -3.83 24.48 14.05
H -0.48 26.28 13.09
H -1.95 25.61 12.43
H -0.56 23.27 12.53
H 0.83 24.33 12.60
H -0.23 24.29 11.16
H -3.99 25.07 13.15
H -4.77 24.49 14.60
H -3.57 23.42 14.04
O -4.47 24.92 5.70
S -3.11 24.88 5.25
O -2.10 25.70 5.85
O -2.48 23.37 5.49
C -3.44 22.28 5.55
C -2.72 20.96 5.66
C -2.92 24.80 3.48
H -4.10 22.19 4.67
H -4.17 22.40 6.35
H -3.51 20.21 5.62
H -2.08 20.93 6.54
H -1.99 20.75 4.87
H -2.04 24.26 3.16
H -3.10 25.79 3.05
H -3.80 24.27 3.10
O -1.30 26.97 11.00
S -1.16 27.37 9.62
O -2.17 28.05 8.86
O 0.24 28.21 9.53
C 1.30 27.94 10.42
C 2.19 26.81 9.88
C -0.72 25.84 8.74
H 0.98 27.76 11.45
H 1.95 28.81 10.51
H 2.43 26.93 8.83
H 1.78 25.82 10.10
H 3.13 26.84 10.43
H -1.58 25.40 8.24
H -0.45 25.18 9.56
H 0.01 26.10 7.98
O -4.71 21.57 13.32
S -6.04 21.73 13.85
O -6.21 22.36 15.13
O -7.00 22.48 12.76
C -6.54 22.52 11.39
C -7.76 22.15 10.56
C -6.91 20.17 13.81
H -5.72 21.88 11.04
H -6.10 23.50 11.22
H -8.22 21.18 10.78
H -7.62 22.19 9.48
H -8.55 22.87 10.78
H -7.93 20.34 14.15
H -6.47 19.43 14.48
H -6.97 19.80 12.79
O -7.01 27.88 11.80
S -6.29 27.27 12.88
O -5.67 25.98 12.70
O -5.18 28.27 13.39
C -4.00 28.41 12.59
C -2.88 29.13 13.32
C -7.24 27.17 14.40
H -4.28 28.90 11.66
H -3.63 27.43 12.28
H -2.56 28.65 14.25
H -3.17 30.16 13.52
H -1.99 29.16 12.70
H -7.65 28.17 14.56
H -6.51 26.87 15.14
H -8.09 26.49 14.34
O 0.81 20.37 9.07
S 1.51 20.76 10.29
O 0.77 21.37 11.37
O 2.26 19.45 10.88
C 2.19 19.13 12.29
C 2.87 20.16 13.17
C 2.99 21.67 9.81
H 2.48 18.10 12.46
H 1.13 19.12 12.54
H 2.31 21.09 13.31
H 3.93 20.33 13.02
H 2.90 19.86 14.23
H 3.29 22.20 10.72
H 2.69 22.40 9.06
H 3.74 21.00 9.43
O -8.18 19.70 6.50
S -6.79 20.06 6.50
O -5.85 19.60 5.51
O -6.64 21.66 6.47
C -7.29 22.44 7.46
C -8.80 22.60 7.29
C -6.19 19.57 8.12
H -6.83 23.43 7.47
H -7.18 22.05 8.48
H -9.08 22.41 6.25
H -9.15 23.61 7.55
H -9.41 21.90 7.85
H -6.06 18.48 8.09
H -6.96 19.93 8.79
H -5.15 19.88 8.21
O 3.72 21.84 3.52
S 2.49 21.37 4.10
O 2.48 20.21 4.97
O 1.65 22.54 4.86
C 0.96 22.19 6.07
C 0.68 23.33 7.06
C 1.34 21.09 2.75
H 1.57 21.48 6.61
H -0.04 21.85 5.78
H 1.42 24.14 7.10
H 0.53 22.92 8.05
H -0.22 23.82 6.70
H 1.75 20.51 1.93
H 1.02 22.05 2.33
H 0.40 20.73 3.18
O -5.90 18.41 11.19
S -4.62 17.77 11.25
O -3.95 17.26 10.09
O -3.54 18.78 11.93
C -2.24 18.21 12.29
C -1.74 18.86 13.56
C -4.69 16.45 12.49
H -1.61 18.50 11.45
H -2.38 17.14 12.41
H -1.57 19.93 13.45
H -0.79 18.46 13.93
H -2.47 18.78 14.37
H -4.37 16.76 13.48
H -4.04 15.60 12.27
H -5.72 16.12 12.42
O -7.66 28.23 7.19
S -8.29 26.94 7.20
O -8.88 26.37 6.02
O -7.20 25.88 7.77
C -6.53 26.30 8.98
C -5.02 26.30 8.76
C -9.55 26.89 8.55
H -6.69 25.70 9.87
H -6.81 27.32 9.23
H -4.66 27.18 8.21
H -4.64 25.43 8.22
H -4.50 26.39 9.72
H -10.27 27.64 8.24
H -9.08 27.20 9.49
H -9.98 25.89 8.61
C -2.32 21.40 9.76
S -3.64 22.56 9.53
O -4.91 21.78 9.74
C -3.43 23.65 10.98
H -2.38 21.02 10.78
H -1.32 21.81 9.63
H -2.46 20.59 9.05
H -2.84 24.52 10.71
H -2.85 23.07 11.71
H -4.40 23.85 11.41
*
```

---

[3]
Here is a cluster of 10 separate species, C32H87N3O10 in total in a non-equilibrium geometry from the Open Molecules 2025 dataset. Energies are from ωB97M-V with the def2-TZVPD basis set.

The value obtained for the orbital gap is 9.8 eV. Its total energy is -2187.97275 Eh. For the HOMO energy, the calculation gives -9.41 eV. The value obtained for the maximum force is 3.21 eV/Å. The energy above the lowest of the compared OMol25 structures with the same formula, charge and spin comes out at 0.000 eV. As for the SMILES: COC[C@H](C)N.COC[C@H](C)N.COC[C@H](C)N.CC(C)O.CC(C)O.CC(C)O.CC(C)O.CC(C)O.CC(C)O.CCO.

```
! RIJCOSX wB97M-V def2-TZVPD def2/J DEFGRID3
* xyz 0 1
C -1.96 -3.73 4.12
C -3.40 -3.62 3.59
O -3.34 -2.98 2.32
H -1.57 -2.75 3.93
H -1.40 -4.50 3.60
H -1.93 -3.96 5.19
H -4.00 -3.10 4.30
H -3.88 -4.66 3.51
H -2.70 -3.44 1.76
C -0.48 -6.03 -0.64
C -1.76 -5.19 -0.47
C -2.98 -6.03 -0.27
O -1.56 -4.33 0.70
H 0.34 -5.38 -0.88
H -0.42 -6.78 -1.40
H -0.28 -6.49 0.36
H -1.96 -4.48 -1.30
H -3.91 -5.46 -0.21
H -2.90 -6.64 0.63
H -3.06 -6.74 -1.09
H -0.86 -3.73 0.45
C -0.05 -3.85 -4.44
C -0.85 -2.79 -3.78
C -0.42 -1.37 -4.19
O -2.28 -2.89 -4.05
H -0.57 -4.80 -4.22
H 0.97 -3.90 -3.99
H 0.12 -3.67 -5.51
H -0.74 -2.88 -2.67
H -0.93 -0.57 -3.70
H -0.72 -1.19 -5.20
H 0.67 -1.19 -4.12
H -2.38 -2.86 -5.01
C 2.63 1.87 4.54
C 2.01 3.05 3.78
C 1.22 2.54 2.58
O 1.06 3.69 4.65
H 3.16 2.15 5.44
H 3.32 1.45 3.79
H 1.87 1.12 4.80
H 2.78 3.77 3.55
H 0.41 1.92 2.92
H 1.83 2.14 1.73
H 0.72 3.48 2.29
H 0.72 4.52 4.23
C -2.17 3.13 0.80
C -2.96 4.21 1.49
C -2.05 5.01 2.42
O -3.45 5.09 0.44
H -1.24 3.44 0.33
H -2.85 2.74 0.06
H -2.10 2.26 1.47
H -3.77 3.73 1.92
H -1.24 5.39 1.85
H -1.66 4.40 3.27
H -2.57 5.90 2.86
H -3.75 5.88 0.87
C -5.85 -0.96 0.40
C -5.46 -2.04 -0.57
C -4.05 -1.87 -1.11
O -5.63 -3.29 0.06
H -6.89 -1.04 0.65
H -5.64 0.04 -0.11
H -5.18 -1.00 1.28
H -6.17 -2.03 -1.40
H -3.85 -2.52 -1.98
H -3.30 -2.25 -0.38
H -3.65 -0.88 -1.44
H -5.18 -3.29 0.93
C 5.01 3.40 -0.31
C 3.69 4.10 -0.20
C 3.70 5.41 -0.94
O 2.59 3.29 -0.69
H 5.00 2.48 0.27
H 5.82 3.99 0.08
H 5.28 3.11 -1.32
H 3.53 4.23 0.85
H 4.26 5.31 -1.88
H 4.13 6.27 -0.34
H 2.68 5.69 -1.20
H 2.45 3.48 -1.65
C 2.63 -3.17 3.81
C 2.64 -1.63 3.50
C 3.47 -1.22 2.28
O 4.80 -1.43 2.67
C 5.72 -1.21 1.65
N 1.27 -1.14 3.26
H 3.69 -3.46 3.87
H 2.22 -3.78 3.04
H 2.15 -3.41 4.75
H 3.14 -1.12 4.36
H 3.36 -0.18 1.95
H 3.17 -1.94 1.48
H 5.43 -1.78 0.73
H 6.65 -1.65 2.02
H 5.85 -0.16 1.33
H 1.29 -0.16 3.46
H 0.66 -1.64 3.87
C 0.46 1.85 -4.13
C 1.04 3.18 -4.35
C 0.04 4.26 -3.86
O -1.09 4.21 -4.73
C -2.26 4.69 -4.07
N 2.29 3.46 -3.63
H -0.58 1.75 -4.53
H 0.39 1.59 -3.09
H 1.09 1.15 -4.65
H 1.17 3.36 -5.42
H 0.49 5.26 -3.89
H -0.30 4.09 -2.83
H -2.44 4.09 -3.16
H -3.07 4.54 -4.77
H -2.30 5.74 -3.74
H 2.83 4.26 -4.01
H 2.91 2.67 -3.73
C -1.31 -0.51 0.53
C -0.24 -1.23 -0.37
C 0.80 -0.23 -0.77
O 1.81 -0.90 -1.51
C 3.08 -0.18 -1.67
N 0.46 -2.35 0.34
H -0.79 0.17 1.22
H -1.96 -1.23 1.03
H -2.01 0.07 -0.07
H -0.72 -1.56 -1.31
H 1.34 0.16 0.11
H 0.51 0.67 -1.34
H 2.91 0.83 -2.09
H 3.68 -0.73 -2.38
H 3.57 -0.13 -0.70
H 1.37 -2.47 -0.12
H 0.68 -1.94 1.25
*
```